(1)
Computed, not measured: one molecule with the formula C22H28N2O3, with the ωB97M-V functional and the def2-TZVPD basis.

Results
Energy relative to the best compared isomer or geometry (same formula, charge and spin), kJ/mol: 136.7
Highest occupied orbital energy, eV: -7.13
Frontier orbital gap, eV: 7.79
E_LUMO, eV: 0.659
SMILES: CCOC(=O)[C@@H](Cc1ccccc1)C(=O)Nc1ccc(N(CC)CC)cc1
Energy, eV: -32392.2332
Net charge: 0

Last column: Mulliken charge in e.
Positions of all 55 atoms, in Å:
C 5.37308 1.33283 -2.46505  -1.1876
C 3.91829 0.94712 -2.68440  -0.3521
O 3.31877 0.46370 -1.47931  -0.2644
C 3.53245 -0.83036 -1.16962  -0.1451
O 4.17685 -1.57567 -1.85648  -0.6032
C 2.84867 -1.22395 0.11667  0.5571
C 3.15405 -0.24922 1.27299  -1.2196
C 2.30631 -0.60125 2.46503  0.3267
C 1.14108 0.10113 2.74126  -0.0230
C 0.33207 -0.26784 3.80110  -0.8113
C 0.68099 -1.34258 4.59957  -0.3852
C 1.84500 -2.04401 4.33595  -0.7223
C 2.65067 -1.67602 3.27423  -0.2208
C 1.31769 -1.33170 -0.07060  0.0970
O 0.73465 -2.36515 0.16418  -0.7165
N 0.75485 -0.17294 -0.47140  0.2134
C -0.60552 0.13656 -0.62154  0.4733
C -1.63167 -0.73217 -0.27116  -1.2428
C -2.94907 -0.35934 -0.43232  -0.4914
C -3.30918 0.89859 -0.93871  1.7649
N -4.62330 1.26691 -1.09388  0.3139
C -5.00403 2.45397 -1.82262  -0.9479
C -5.10217 3.69105 -0.92569  -1.0984
C -5.70778 0.46798 -0.57277  -0.9570
C -6.18564 -0.59984 -1.56030  -1.0836
C -2.25919 1.76626 -1.27425  -0.4631
C -0.94191 1.38927 -1.12243  -1.3670
H 5.45352 2.07003 -1.66943  0.2998
H 5.77945 1.75225 -3.38073  0.4126
H 5.95186 0.45354 -2.19371  0.3135
H 3.84278 0.16960 -3.45087  0.3777
H 3.31827 1.81337 -2.97189  0.3393
H 3.19099 -2.22936 0.37759  0.7116
H 4.21432 -0.32860 1.52500  0.6038
H 2.95315 0.77600 0.95780  0.3734
H 0.85853 0.94193 2.12331  0.3444
H -0.57546 0.28359 3.99900  0.4042
H 0.04728 -1.63395 5.42412  0.3886
H 2.12293 -2.88378 4.95573  0.3750
H 3.55552 -2.22967 3.06809  0.4040
H 1.38617 0.58030 -0.71285  0.0266
H -1.39189 -1.70636 0.12008  0.5355
H -3.70457 -1.07759 -0.16143  0.2719
H -4.29085 2.63249 -2.63135  0.5060
H -5.97791 2.27054 -2.28621  0.3636
H -4.14724 3.89433 -0.44854  0.2946
H -5.39429 4.55800 -1.51284  0.3819
H -5.84373 3.53443 -0.14583  0.3143
H -5.39789 -0.00006 0.36464  0.4930
H -6.53960 1.13944 -0.33948  0.3741
H -7.00093 -1.17307 -1.12652  0.3787
H -6.53813 -0.13631 -2.47893  0.3181
H -5.37433 -1.27739 -1.81203  0.2978
H -2.45962 2.75558 -1.65126  0.2645
H -0.15864 2.08593 -1.39177  0.3872



(2)
Computed, not measured: one molecule with the formula C22H28N2O5S at a distorted geometry, with the ωB97M-V functional and the def2-TZVPD basis.

Results
Energy relative to the best compared isomer or geometry (same formula, charge and spin), kJ/mol: 303.9
Highest occupied orbital energy, eV: -8.47
Frontier orbital gap, eV: 8.90
E_LUMO, eV: 0.425
SMILES: COc1ccc(CC(=O)Nc2cccc(S(=O)(=O)N3CCCCCC3)c2)cc1OC
Energy, eV: -47320.8641
Net charge: 0

Last column: Mulliken charge in e.
Positions of all 58 atoms, in Å:
C -6.31139 -1.21460 -1.61187  -0.9863
O -5.10515 -1.45985 -0.93336  -0.4233
C -4.46205 -0.40975 -0.32694  1.4947
C -4.90097 0.90450 -0.42055  -0.3596
C -4.21835 1.94810 0.18289  -1.1804
C -3.07695 1.69626 0.92327  -0.0939
C -2.28109 2.79534 1.57811  -0.9574
C -0.80478 2.57588 1.27425  0.4088
O 0.02984 2.37744 2.12149  -0.6040
N -0.56334 2.58400 -0.07438  -0.0350
C 0.55654 2.10319 -0.74978  0.3465
C 0.49742 2.01335 -2.14149  -0.5410
C 1.55252 1.48354 -2.86126  -0.8797
C 2.66681 0.99290 -2.19987  -0.5280
C 2.72051 1.09030 -0.82290  -0.0653
S 4.04782 0.26475 0.05937  1.2088
O 4.32752 0.96060 1.27740  -0.7125
O 5.12210 0.02341 -0.86054  -0.7257
N 3.38460 -1.20753 0.45792  0.0473
C 3.23282 -2.14626 -0.62901  -1.0731
C 1.79927 -2.35354 -1.12774  -0.1125
C 1.05252 -3.42210 -0.32973  -0.9465
C 0.68184 -2.99726 1.08911  0.0240
C 1.86280 -2.51870 1.93388  -1.2460
C 2.38511 -1.14924 1.50370  -0.1529
C 1.70097 1.66060 -0.08805  -0.3990
C -2.64003 0.38370 1.03260  -0.3434
C -3.29625 -0.67661 0.41897  0.1115
O -2.68755 -1.87954 0.60823  -0.3092
C -3.28966 -3.08896 0.20432  -0.9150
H -6.16472 -0.55704 -2.47495  0.3589
H -7.06843 -0.78452 -0.94848  0.3782
H -6.65046 -2.18955 -1.95920  0.2571
H -5.79079 1.13298 -0.98434  0.3955
H -4.59211 2.95552 0.07581  0.3529
H -2.60287 3.77330 1.21581  0.3860
H -2.40684 2.76815 2.66214  0.3423
H -1.35899 2.78054 -0.66734  0.2346
H -0.38617 2.36197 -2.65795  0.3683
H 1.49547 1.43525 -3.93802  0.4108
H 3.49671 0.55188 -2.72687  0.5167
H 3.86986 -1.76334 -1.42736  0.4804
H 3.64694 -3.11278 -0.31758  0.4186
H 1.25261 -1.40907 -1.09997  0.0573
H 1.84860 -2.67497 -2.17046  0.3608
H 1.67178 -4.32195 -0.28931  0.3345
H 0.13245 -3.68011 -0.86004  0.3831
H -0.06814 -2.20422 1.04306  -0.0796
H 0.21928 -3.85178 1.58964  0.3446
H 1.52519 -2.43167 2.96836  0.4259
H 2.67294 -3.24740 1.90969  0.3786
H 1.52802 -0.53146 1.19597  0.0712
H 2.87478 -0.64454 2.33878  0.5248
H 1.80399 1.76415 0.97866  0.7944
H -1.75814 0.14974 1.60904  0.5135
H -3.38257 -3.15329 -0.88154  0.3281
H -4.27300 -3.22204 0.65956  0.3563
H -2.61665 -3.86930 0.55934  0.2541



(3)
Computed, not measured: one molecule with the formula C22H28N2O6S, with the ωB97M-V functional and the def2-TZVPD basis.

Results
Energy relative to the best compared isomer or geometry (same formula, charge and spin), kJ/mol: 114.3
Highest occupied orbital energy, eV: -8.35
Frontier orbital gap, eV: 8.79
E_LUMO, eV: 0.436
SMILES: CCOc1ccc(C(=O)Nc2ccc(S(=O)(=O)NC[C@H]3CCCO3)cc2)cc1OCC
Energy, eV: -49368.5126
Net charge: 0

Last column: Mulliken charge in e.
Positions of all 59 atoms, in Å:
C 7.21661 2.21079 -2.42048  -1.0765
C 7.49646 2.03950 -0.92990  -0.4421
O 6.95748 0.84191 -0.40860  -0.5039
C 5.63125 0.74679 -0.15360  1.1269
C 4.70255 1.76940 -0.26644  -0.6402
C 3.36549 1.55933 0.03705  -1.2467
C 2.93442 0.31292 0.46326  -0.0757
C 1.53182 0.00021 0.84163  0.5644
O 1.25429 -0.88326 1.62551  -0.6574
N 0.59639 0.77947 0.20538  -0.0704
C -0.78566 0.79319 0.36482  0.5538
C -1.52930 1.59840 -0.50359  -0.7218
C -2.90346 1.66212 -0.38600  -0.8616
C -3.53608 0.92530 0.59631  0.2128
S -5.31276 1.05401 0.74302  1.2881
O -5.72888 0.52734 2.00711  -0.6981
O -5.67283 2.39591 0.38182  -0.7318
N -6.00380 0.09802 -0.43022  -0.1898
C -6.10802 -1.32256 -0.24774  -1.1574
C -5.03651 -2.15117 -0.97137  0.3951
C -4.99200 -1.91742 -2.50010  -0.9881
C -3.62584 -1.26545 -2.72677  -0.3451
C -2.83750 -1.80458 -1.53446  -0.2190
O -3.75548 -1.80891 -0.46435  -0.3411
C -2.81664 0.13188 1.46636  -0.4675
C -1.44106 0.05889 1.35471  -0.5724
C 3.86746 -0.71881 0.60430  -0.4383
C 5.19966 -0.52662 0.29946  0.5331
O 6.16859 -1.46684 0.39631  -0.3586
C 5.82730 -2.74688 0.89405  -0.3049
C 7.10226 -3.57383 0.94190  -1.4441
H 6.14889 2.28449 -2.61173  0.3496
H 7.70384 3.11155 -2.78346  0.3767
H 7.60426 1.35454 -2.96626  0.3109
H 7.13944 2.90743 -0.36168  0.3489
H 8.57312 1.94172 -0.76602  0.3541
H 5.00904 2.75385 -0.58220  0.3635
H 2.68850 2.39873 -0.02805  0.4290
H 0.94673 1.41191 -0.50031  0.1474
H -1.02256 2.17543 -1.26501  0.3445
H -3.49359 2.29625 -1.02935  0.4898
H -5.81767 0.42146 -1.36416  0.2859
H -7.09577 -1.65954 -0.58394  0.3611
H -6.03001 -1.48170 0.82891  0.4314
H -5.23699 -3.21244 -0.75569  0.3255
H -5.05015 -2.87034 -3.02579  0.3311
H -5.81795 -1.29323 -2.83595  0.3659
H -3.69423 -0.17887 -2.65802  0.1375
H -3.17893 -1.53465 -3.68087  0.4191
H -2.48743 -2.82779 -1.73771  0.3610
H -1.98972 -1.18608 -1.24135  -0.0077
H -3.34587 -0.41680 2.22739  0.4991
H -0.86611 -0.56068 2.02185  0.5016
H 3.50210 -1.66792 0.96155  0.5215
H 5.08871 -3.22315 0.23426  0.3707
H 5.39271 -2.65681 1.89871  0.3930
H 6.88395 -4.56844 1.31993  0.4169
H 7.52958 -3.65421 -0.05370  0.3240
H 7.82931 -3.09491 1.59156  0.3259



(4)
Computed, not measured: an isolated ion of composition C22H28N3O3 and charge +1 at a distorted geometry, with the ωB97M-V functional and the def2-TZVPD basis.

Results
Energy relative to the best compared isomer or geometry (same formula, charge and spin), kJ/mol: 190.6
Highest occupied orbital energy, eV: -11.65
Frontier orbital gap, eV: 9.69
E_LUMO, eV: -1.957
SMILES: CO[C@H]1Cc2ccccc2N(C(=O)N2CC[NH+](CCO)CC2)c2ccccc21
Energy, eV: -33875.6259
Net charge: +1

Last column: Mulliken charge in e.
Positions of all 56 atoms, in Å:
C -0.37261 0.90008 -2.67294  -0.7576
O 0.37280 -0.10756 -2.02263  -0.2469
C -0.03338 -1.42081 -2.40607  -0.5629
C 0.96885 -2.44241 -1.85273  -1.8563
C 0.89738 -2.86871 -0.40686  1.1299
C 1.72169 -3.93065 -0.03282  -1.0865
C 1.76608 -4.39722 1.26505  -0.7295
C 0.97211 -3.81068 2.23816  -0.9578
C 0.14365 -2.76288 1.89402  -0.4054
C 0.11211 -2.29083 0.58582  0.6167
N -0.78578 -1.22816 0.27994  0.9658
C -0.68635 -0.02087 0.80251  0.4537
O -1.44563 0.92155 0.53542  -0.8158
N 0.39075 0.15569 1.71722  0.1922
C 0.11254 1.09459 2.79282  -0.8492
C 0.50424 2.53972 2.41634  -0.7919
N 0.45541 2.62685 0.94410  0.4121
C 0.33886 3.98798 0.40113  -0.6698
C 1.45055 4.96999 0.79136  -0.4128
O 1.10573 6.16852 0.15004  -0.5070
C 1.57279 1.84022 0.37045  -0.9405
C 1.64748 0.45958 1.06992  -0.4917
C -1.81356 -1.54755 -0.65983  0.2329
C -3.11808 -1.73079 -0.23581  -0.4901
C -4.08444 -2.09217 -1.15897  -0.8998
C -3.74031 -2.27375 -2.48793  -0.7157
C -2.43504 -2.07511 -2.90490  -1.4648
C -1.45598 -1.70885 -1.99330  0.7512
H -0.48200 0.67989 -3.73908  0.4234
H 0.18199 1.83208 -2.56832  0.2404
H -1.36736 1.01137 -2.22920  0.2712
H 0.02514 -1.47857 -3.50600  0.8292
H 1.96891 -2.03624 -2.03679  0.4900
H 0.87264 -3.34498 -2.46132  0.6415
H 2.33959 -4.39456 -0.78710  0.5055
H 2.41378 -5.22178 1.51764  0.4334
H 0.99103 -4.17444 3.25302  0.4423
H -0.49270 -2.29916 2.63158  0.4788
H 0.67448 0.76818 3.67170  0.4064
H -0.95168 1.03636 3.02561  0.4051
H -0.19858 3.25174 2.84880  0.4720
H 1.51188 2.78151 2.76048  0.4303
H -0.46698 2.08804 0.68592  0.2620
H -0.60937 4.41778 0.73229  0.4584
H 0.31041 3.93218 -0.68915  0.2647
H 1.48531 5.10427 1.88182  0.3133
H 2.43215 4.61398 0.44743  0.3305
H 1.75181 6.85479 0.34818  0.3394
H 1.38413 1.69728 -0.69316  0.2943
H 2.50839 2.38628 0.49960  0.5705
H 2.42539 0.44188 1.83605  0.5477
H 1.86925 -0.31312 0.33443  0.1459
H -3.36907 -1.59093 0.80420  0.5288
H -5.10410 -2.23547 -0.83811  0.4485
H -4.49274 -2.56178 -3.20516  0.4438
H -2.17353 -2.20235 -3.94490  0.4803



Look up the frontier orbital gap of the third one.
8.79 eV



Which of these has the lowest E_LUMO?
C22H28N3O3



Look up the energy of the fourth one.
-33875.6259 eV



Among the records above, which one has the highest highest occupied orbital energy?
C22H28N2O3